The following is a DFT calculation (ωB97M-V/def2-TZVPD) of 2 unconnected molecules or ions with the total composition C10H12N2O.

```
25
Properties=species:S:1:pos:R:3
C 4.350 4.731 1.620
H 4.361 1.713 -0.831
C 0.684 0.731 3.500
C 0.078 1.600 1.640
H -2.711 -0.210 1.453
C 3.434 2.613 0.897
O 2.542 3.800 2.820
H -1.881 0.479 0.023
H 6.017 3.563 -1.125
H 1.172 0.519 4.451
C -0.694 0.464 1.778
C -1.748 -0.150 0.919
H -1.459 -1.165 0.598
C 5.274 4.679 0.580
H 2.707 1.800 1.025
H -0.650 -0.932 3.403
C 5.286 3.600 -0.306
C 4.363 2.569 -0.142
C 3.428 3.695 1.778
H 4.328 5.573 2.324
H 5.996 5.497 0.460
H 0.058 2.311 0.815
H 1.955 3.005 2.811
N -0.287 -0.076 2.977
N 0.930 1.761 2.708
```

Results
2S+1 = 1
molecular weight = 176.22 g/mol
HOMO = -7.778 eV
relative energy (zero: lowest compared OMol25 entry of this formula, charge and spin) = 49.3 kJ/mol
LUMO = 0.51 eV
structure (SMILES) = Cc1cnc[nH]1.Oc1ccccc1